1.
The following is a DFT calculation (ωB97M-V/def2-TZVPD) of 9 unconnected molecules or ions with the total composition C12H43O9 in a non-equilibrium geometry.

Each line ends with the Löwdin spin population.
Positions of all 64 atoms, in Å:
O  -7.5377  3.8244  5.4243  0.0426
H  -7.6195  4.1680  6.3169  0.0193
H  -7.2177  4.5770  4.9216  0.0179
H  -8.3902  3.5169  5.1077  0.0052
O  -9.6131  6.8427  5.1612  0.0783
H  -10.2548  6.2773  5.5910  0.0131
H  -8.8191  6.7476  5.6871  0.0625
O  -6.7228  5.8148  3.9516  0.1120
H  -5.9229  5.6756  3.4446  0.0261
H  -6.6855  6.7356  4.2105  0.0605
O  -9.1212  0.4769  4.5287  0.0009
H  -8.2226  0.7419  4.7248  0.0005
H  -9.0339  -0.3856  4.1229  0.0001
O  -7.2153  4.7286  7.8249  0.1678
H  -7.0997  5.6706  7.7004  0.1026
H  -7.3866  4.6295  8.7614  0.0349
C  -5.5239  0.4777  7.7222  0.0025
C  -5.5546  0.0536  6.2193  0.0006
C  -6.1542  -1.2828  5.9076  0.0003
O  -6.3841  1.0570  5.5540  0.0031
H  -4.7124  -0.0430  8.2306  0.0001
H  -6.4502  0.1948  8.2222  0.0002
H  -5.2184  1.5089  7.8993  0.0021
H  -4.5374  0.0849  5.8291  0.0002
H  -6.1874  -1.2664  4.8182  0.0001
H  -7.1424  -1.4958  6.3152  0.0001
H  -5.5267  -2.0946  6.2756  0.0000
H  -5.7309  1.6836  5.2340  0.0010
C  -11.1885  2.3132  8.1610  0.0037
C  -9.8024  2.8284  7.9516  0.0131
C  -8.6413  1.8114  7.8177  0.0108
O  -9.7770  3.7096  6.8522  0.0293
H  -11.9021  3.0865  8.4455  0.0013
H  -11.2391  1.5634  8.9505  0.0004
H  -11.5598  1.8187  7.2634  0.0004
H  -9.6575  3.4971  8.8001  0.0085
H  -7.6951  2.3524  7.8225  0.0074
H  -8.7280  1.1944  6.9233  0.0007
H  -8.7454  1.1806  8.7005  0.0010
H  -10.6134  4.1560  6.7015  0.0071
C  -2.7376  2.9227  7.0014  0.0033
C  -3.9249  3.6625  6.3971  0.0119
C  -3.5585  5.0564  5.8756  0.0390
O  -4.3515  2.9070  5.2756  0.0102
H  -2.5856  3.3834  7.9775  0.0017
H  -1.7739  2.9791  6.4952  0.0004
H  -2.8013  1.8585  7.2283  0.0003
H  -4.8235  3.7274  7.0106  0.0099
H  -2.5616  5.1166  5.4391  0.0018
H  -3.6426  5.8006  6.6675  0.0206
H  -4.3002  5.3883  5.1491  0.0162
H  -3.8982  3.3056  4.5291  0.0035
C  -7.6112  2.7125  2.2576  0.0084
C  -8.9601  3.3666  2.5281  0.0078
C  -10.0806  2.8424  1.6616  0.0012
O  -9.4259  3.0766  3.7543  0.0094
H  -6.8492  2.8558  3.0236  0.0048
H  -7.2815  3.1381  1.3098  0.0024
H  -7.6659  1.6338  2.1112  0.0003
H  -8.8621  4.4500  2.4596  0.0070
H  -11.0533  3.1879  2.0116  0.0005
H  -10.1231  1.7534  1.6418  0.0001
H  -9.9635  3.1157  0.6129  0.0002
H  -9.6278  2.1386  3.7836  0.0007

Summary:
expectation value of S² = 0.75
orbital gap (alpha / beta) = 3.3 / 10.5 eV
spin multiplicity = 2
LUMO (alpha / beta) = 0.43 / 0.31 eV
E_HOMO (alpha / beta) = -2.869 / -10.197 eV


2.
The following is a DFT calculation (ωB97M-V/def2-TZVPD) of 10 unconnected molecules or ions with the total composition C12H44N12O10 in a non-equilibrium geometry.

Each line ends with the Löwdin charge.
Positions of all 78 atoms, in Å:
N  -7.9175  21.4190  18.6814  0.1612
C  -8.9237  21.7943  17.9435  -0.5858
N  -10.0467  21.2086  18.3804  0.1226
O  -8.8814  22.8237  16.9893  -0.1271
H  -7.1097  21.9199  18.3338  0.0914
H  -7.9545  21.0063  19.6565  0.1183
H  -10.8796  21.3179  17.7694  0.1465
H  -9.9750  20.4174  19.0968  0.1574
N  -2.8249  22.3518  24.0744  0.1596
C  -1.8895  21.5314  24.2233  -0.7174
N  -1.6583  20.8624  23.1567  0.1713
O  -1.2362  21.3791  25.4017  -0.1145
H  -2.9566  22.9122  24.8905  0.1319
H  -3.4038  22.5728  23.2936  0.0275
H  -0.8541  20.2366  23.0894  0.1289
H  -2.2691  20.9029  22.2664  0.1040
N  -6.4447  24.8085  17.5582  0.1491
C  -5.7410  25.2242  18.5409  -0.6184
N  -4.5741  25.5653  18.0637  0.1240
O  -6.1886  25.1040  19.8606  -0.1205
H  -7.4516  24.5650  17.7052  0.1003
H  -6.3240  25.1467  16.5492  0.1651
H  -3.9186  25.9017  18.7699  0.1175
H  -4.4562  25.9462  17.0561  0.1676
N  -4.1086  16.7173  22.3356  0.1803
C  -5.3650  16.8712  21.9588  -0.5858
N  -5.8721  18.1336  21.9285  0.0824
O  -6.1581  15.8585  21.4831  -0.1257
H  -3.7994  15.7719  22.4142  0.1169
H  -3.5354  17.4117  22.8420  0.1302
H  -6.8470  18.1426  21.4700  0.1634
H  -5.5193  18.9174  22.5299  0.0690
N  -3.2398  22.8362  19.8230  0.1576
C  -4.1737  22.5210  20.6236  -0.6182
N  -5.1206  21.9030  19.9707  0.1621
O  -4.2323  22.8521  21.9456  -0.0688
H  -2.5761  23.4459  20.2387  0.1401
H  -3.3544  22.7961  18.7828  0.1694
H  -5.9429  21.5428  20.4387  0.0576
H  -5.0225  21.8606  18.9333  0.1514
N  -1.7937  20.4587  20.3002  0.1020
C  -2.4595  19.3457  20.6953  -0.6510
N  -3.7762  19.5078  20.8627  0.1603
O  -1.7779  18.2452  20.9998  -0.0903
H  -0.6972  20.3108  20.3792  0.1854
H  -2.2611  21.3257  20.0694  0.0289
H  -4.3823  18.7153  21.1743  0.0562
H  -4.2511  20.3826  20.4515  0.0908
C  -7.1936  23.2728  22.3885  -0.0893
C  -8.0667  22.0332  22.1343  -0.2022
O  -7.1526  21.0598  21.4948  -0.1638
H  -6.2938  23.2307  23.0157  0.0651
H  -7.7857  24.1030  22.8625  0.0994
H  -6.9825  23.7626  21.4757  0.0182
H  -8.9652  22.2872  21.5013  0.1021
H  -8.4787  21.6738  23.1236  0.1187
H  -6.5061  20.7734  22.1409  0.0273
C  -6.9728  19.4919  24.4639  -0.0581
C  -5.9631  20.6816  24.6771  -0.2661
O  -5.1366  20.5307  23.5981  -0.1099
H  -7.6773  19.5039  25.3073  0.0848
H  -6.4374  18.5778  24.5857  0.0642
H  -7.4779  19.5190  23.5070  0.0478
H  -5.3765  20.6303  25.5839  0.1230
H  -6.4936  21.6842  24.6318  0.1184
H  -4.3138  20.9161  23.6971  0.0143
C  -11.8109  21.3846  21.6454  -0.1741
O  -11.8346  22.0816  20.4602  -0.0943
H  -12.8341  21.0295  21.9172  0.0973
H  -11.3993  21.8666  22.5016  0.0717
H  -11.3223  20.5087  21.4350  0.0439
H  -11.5049  21.6492  19.7090  -0.0067
C  -9.5217  24.5932  19.8039  -0.1541
O  -8.8369  25.6768  19.1875  -0.1466
H  -9.5829  24.8670  20.8641  0.0862
H  -8.9257  23.6742  19.6914  0.0429
H  -10.4824  24.3863  19.3459  0.0793
H  -7.9825  25.7914  19.6415  0.0361

Summary:
SMILES string = NC(N)=O.NC(N)=O.NC(N)=O.NC(N)=O.NC(N)=O.NC(N)=O.CCO.CCO.CO.CO
orbital gap = 8.3 eV
spin multiplicity = 1
relative energy (zero: lowest compared OMol25 entry of this formula, charge and spin) = 935.0 kJ/mol
LUMO = -0.51 eV
E_HOMO = -8.836 eV


3.
The following is a DFT calculation (ωB97M-V/def2-TZVPD) of 9 unconnected molecules or ions with the total composition C12H44N2O11 in a non-equilibrium geometry.

Each line ends with the Löwdin spin population.
Positions of all 69 atoms, in Å:
O  0.9146  -0.6962  1.1787  0.0000
H  0.2347  -0.8224  0.5168  0.0000
H  0.8443  0.2269  1.4219  0.0000
O  0.7074  1.3991  2.6232  0.0000
H  0.5184  2.2658  2.9828  0.0000
H  1.0964  0.9163  3.3525  0.0000
O  1.6290  -2.7070  3.0278  0.0000
H  1.2775  -2.1785  2.3113  0.0000
H  2.5358  -2.4147  3.1193  0.0000
O  1.4525  -0.4835  4.7107  0.0000
H  1.1017  -1.1288  4.0969  0.0000
H  2.2611  -0.8779  5.0375  0.0000
O  -1.3173  -1.5075  -0.2010  0.0000
H  -1.5438  -0.6407  -0.5379  0.0000
H  -1.8922  -2.1074  -0.6763  0.0000
O  1.3131  2.4575  0.0204  0.0000
H  0.6314  3.1295  0.0270  0.0000
H  1.1602  1.9528  0.8192  0.0000
O  1.9698  -3.2267  -0.7328  0.0001
H  1.8116  -2.5538  -0.0706  0.0000
H  2.7308  -3.7083  -0.4084  0.0000
C  -10.4960  2.1998  2.9401  0.0000
O  -9.5130  1.7787  2.1463  0.0000
C  -8.2834  2.4857  2.3429  0.0000
C  -7.7430  2.4701  3.8047  0.0000
N  -6.2890  2.5733  3.8556  0.0000
C  -5.6059  1.2289  3.6261  0.0000
C  -4.0727  1.2970  3.5220  0.0000
O  -3.5717  -0.0681  3.5994  0.0000
C  -2.2406  -0.2982  3.0634  0.0000
H  -10.3925  3.1233  3.5097  0.0000
H  -10.6681  1.4190  3.6809  0.0000
H  -11.3793  2.2038  2.3015  0.0000
H  -8.4204  3.4743  1.9049  0.0000
H  -7.4204  2.1528  1.7662  0.0000
H  -8.0894  1.5855  4.3390  0.0000
H  -8.2996  3.2928  4.2535  0.0000
H  -6.0890  2.7242  4.8340  0.0000
H  -5.9790  0.7441  2.7240  0.0000
H  -5.8858  0.4499  4.3353  0.0000
H  -3.6416  1.8924  4.3268  0.0000
H  -3.6989  1.7198  2.5894  0.0000
H  -2.0350  -1.2492  3.5547  0.0000
H  -1.6332  0.4634  3.5524  0.0000
H  -2.2021  -0.3890  1.9779  0.0000
C  8.6454  -3.0094  -5.7742  0.0009
O  7.3885  -2.4480  -6.1634  0.0081
C  7.4064  -1.0382  -6.2509  0.0181
C  6.0583  -0.4062  -6.3774  0.0678
N  5.3680  -0.3089  -5.0384  0.6827
C  4.7488  -1.4790  -4.4602  0.0934
C  4.0765  -0.9988  -3.1006  0.0179
O  3.2170  0.0885  -3.4210  0.0027
C  2.6756  0.6442  -2.1779  0.0009
H  8.8249  -2.5389  -4.8075  0.0004
H  9.5302  -2.8282  -6.3846  0.0001
H  8.5020  -4.0856  -5.6787  0.0001
H  8.1299  -0.7779  -7.0235  0.0014
H  7.8517  -0.6054  -5.3551  0.0003
H  5.5785  -1.0988  -7.0689  0.0327
H  6.0619  0.5214  -6.9498  -0.0005
H  4.5995  0.3447  -5.0868  0.0165
H  5.4484  -2.2770  -4.2115  0.0061
H  3.9414  -1.7933  -5.1216  0.0494
H  4.8728  -0.9099  -2.3616  0.0009
H  3.5355  -1.9007  -2.8141  -0.0001
H  1.9084  1.3918  -2.3794  0.0001
H  3.5427  1.0632  -1.6675  0.0001
H  2.3004  -0.1181  -1.4951  0.0000

Summary:
expectation value of S² = 0.75
orbital gap (alpha / beta) = 8.0 / 2.7 eV
spin multiplicity = 2
relative energy (zero: lowest compared OMol25 entry of this formula, charge and spin) = 32.5 kJ/mol
total charge = +1
LUMO (alpha / beta) = -2.36 / -7.69 eV
E_HOMO (alpha / beta) = -10.391 / -10.391 eV


4.
The following is a DFT calculation (ωB97M-V/def2-TZVPD) of 10 unconnected molecules or ions with the total composition C12H44O10 in a non-equilibrium geometry.

Each line ends with the Löwdin charge.
Positions of all 66 atoms, in Å:
C  -0.8965  3.6959  15.0765  -0.0822
C  -0.8752  5.2137  14.8860  -0.3345
O  0.3449  5.7541  15.3221  -0.0728
H  -0.6670  3.4055  16.1018  0.0731
H  -0.2597  3.1428  14.3861  0.0490
H  -1.8635  3.2410  14.8618  0.0713
H  -1.7392  5.6505  15.3867  0.1077
H  -1.0356  5.4362  13.8311  0.1019
H  0.2414  6.7085  15.3219  0.0853
C  1.9027  4.5672  12.1242  -0.0860
C  1.3330  3.8968  10.9286  -0.3380
O  0.3758  2.9428  11.2901  -0.0883
H  2.5121  5.4446  11.9075  0.0781
H  2.5628  3.9352  12.7182  0.0717
H  1.1019  4.9740  12.7417  0.0592
H  2.2003  3.4727  10.4225  0.0847
H  0.8008  4.5996  10.2876  0.1228
H  0.7986  2.2863  11.8485  0.0187
C  -2.0207  -0.5353  14.2534  -0.0768
C  -1.7630  0.3098  13.0276  -0.3299
O  -2.8209  0.2337  12.0896  -0.0643
H  -3.0128  -0.4082  14.6867  0.0754
H  -1.3204  -0.2052  15.0207  0.0650
H  -1.8402  -1.5775  13.9900  0.0712
H  -0.8510  -0.1296  12.6234  0.0858
H  -1.5461  1.3379  13.3173  0.0907
H  -2.8890  1.0095  11.5284  0.0810
C  4.2247  -1.6766  14.1748  -0.0694
C  5.6463  -1.7473  13.6297  -0.2986
O  6.5316  -1.7154  14.7437  -0.0885
H  4.2058  -2.3584  15.0250  0.0804
H  3.4958  -1.8934  13.3939  0.0494
H  3.9565  -0.6882  14.5480  0.0633
H  5.7844  -0.9954  12.8528  0.0926
H  5.8096  -2.7394  13.2088  0.1153
H  6.3538  -2.4743  15.3042  0.0774
C  6.2650  1.5051  10.5255  -0.0483
C  4.8465  1.9556  11.0228  -0.2976
O  4.3135  0.9898  11.8585  -0.1099
H  6.8460  1.2204  11.4027  0.0717
H  6.7718  2.3307  10.0259  0.0715
H  6.1831  0.6817  9.8159  0.0713
H  4.1770  2.0638  10.1694  0.0950
H  4.8649  2.9545  11.4587  0.1137
H  4.6880  1.0457  12.7407  0.1018
C  1.3298  1.0687  9.0873  -0.1734
O  1.4918  -0.0942  8.3158  -0.1079
H  0.4360  1.6383  8.8327  0.0851
H  1.1772  0.8420  10.1425  0.0631
H  2.2223  1.6886  9.0027  0.0639
H  0.6302  -0.5120  8.2488  0.0807
C  1.0125  -2.6125  12.3878  -0.1387
O  2.1169  -3.3681  11.8229  -0.1592
H  0.6703  -3.0534  13.3241  0.0757
H  1.4497  -1.6354  12.5932  0.0407
H  0.2159  -2.5633  11.6454  0.0769
H  2.6945  -2.7652  11.3492  -0.0029
O  1.5612  0.9064  12.9070  -0.0519
H  2.4992  0.8422  12.7273  0.0090
H  1.5014  0.9378  13.8618  -0.0049
O  3.5732  -1.4548  10.4759  -0.0255
H  3.7427  -0.6258  10.9233  0.0075
H  3.8750  -1.3098  9.5792  0.0593
O  1.7252  1.2822  15.6001  -0.0304
H  1.9045  2.1482  15.9663  0.0597
H  1.4539  0.7552  16.3518  0.0623

Summary:
SMILES string = CCO.CCO.CCO.CCO.CCO.CO.CO.O.O.O
orbital gap = 9.5 eV
spin multiplicity = 1
relative energy (zero: lowest compared OMol25 entry of this formula, charge and spin) = 307.0 kJ/mol
LUMO = 0.11 eV
E_HOMO = -9.389 eV


For the records above, the corresponding M values read 331.5 516.6 392.5 348.5 g mol⁻¹.
For the records above, the corresponding calculated total energy values read -1160.003545 -1892.999892 -1420.291499 -1235.893440 Ha.